The following is a DFT calculation (ωB97M-V with the def2-TZVPD basis set) of C24H23N10O4PRuS2 as an isolated structure in a non-equilibrium geometry.

- Multiplicity: 6
- ΔE to the lowest compared entry with this formula, charge and spin: 26.47 kcal/mol
- E: -3009.56580 hartree
- Charge: -1
- Largest force on an atom: 2.11 eV/A
- Orbital gap (alpha / beta): 6.1702 / 6.2839 eV
- Expectation value of S²: 8.762

Structure (XYZ):
```
65
C24H23N10O4PRuS2 | the Open Molecules 2025 dataset | ωB97M-V with the def2-TZVPD basis set
Ru -0.132 1.711 0.294
S -0.542 3.741 -1.089
S 0.013 4.006 1.957
P 0.691 -1.893 1.905
O 0.035 5.259 1.220
O 0.130 4.186 3.398
O -1.238 3.216 1.656
O 1.155 3.126 1.451
N 0.720 1.286 -2.456
N -3.867 -0.496 1.094
N 1.872 0.496 0.955
N 3.304 -0.905 1.864
N -0.222 0.603 2.673
N -0.313 -0.798 -0.500
N -0.753 -2.954 -0.261
N -4.164 -2.897 1.442
N -1.119 -1.003 3.906
N -2.304 1.079 0.096
C 3.850 -2.123 2.419
C -1.886 3.673 -3.429
C -0.339 -0.705 2.829
C -3.963 -1.768 1.228
C -1.516 -2.310 4.390
C 1.319 0.000 -4.385
C -1.051 -1.218 -1.564
C -1.533 0.194 4.420
C 2.567 -0.297 -2.252
C -0.861 -4.275 0.326
C -0.918 3.056 -2.646
C -0.212 1.935 -3.202
C 2.003 -0.692 1.508
C -0.164 -1.852 0.287
C -0.482 1.562 -4.555
C 4.001 0.223 1.526
C -1.484 2.218 -5.295
C 3.096 1.082 0.968
C -1.335 -2.548 -1.427
C 1.471 0.366 -3.032
C -2.172 3.259 -4.729
C 0.326 0.563 -5.129
C -0.969 1.179 3.656
C -2.954 0.271 0.633
H -1.796 -4.346 0.880
H 4.934 -2.046 2.446
H 3.570 -2.973 1.797
H -2.420 4.505 -2.990
H -1.361 -0.533 -2.336
H -2.924 3.780 -5.309
H -2.103 -2.176 5.296
H -0.637 -2.919 4.611
H 3.205 0.463 -1.807
H 3.221 2.090 0.612
H 3.160 -0.931 -2.911
H -0.832 -5.028 -0.461
H -1.014 2.250 3.750
H 2.141 -0.901 -1.454
H 3.477 -2.297 3.428
H -1.692 1.880 -6.303
H 1.989 -0.734 -4.814
H -2.128 -2.822 3.651
H -2.178 0.241 5.280
H -1.878 -3.229 -2.057
H 5.059 0.310 1.695
H -0.029 -4.426 1.013
H 0.177 0.288 -6.167
```

How positive or negative is each atom? The Löwdin charges in e answer that: Ru 1.3544; S 0.7164; S 0.1946; P 1.1661; O -0.4103; O -0.3630; O -0.5149; O -0.5071; N 0.1114; N 0.0803; N -0.0160; N -0.1328; N 0.0320; N 0.0053; N -0.1258; N 0.0526; N -0.1293; N 0.0503; C -0.0506; C -0.1269; C -0.4705; C -0.4503; C -0.0325; C -0.0385; C -0.1377; C -0.0462; C -0.0334; C -0.0409; C -0.6054; C -0.2493; C -0.4693; C -0.4613; C -0.1781; C -0.0507; C -0.0725; C -0.1299; C -0.0546; C -0.3391; C -0.0980; C -0.0214; C -0.0997; C -0.3589; H 0.0724; H 0.0870; H 0.0797; H 0.0948; H 0.1052; H 0.0978; H 0.0883; H 0.0781; H 0.0736; H 0.1095; H 0.0697; H 0.0895; H 0.0796; H 0.0555; H 0.0855; H 0.0990; H 0.1009; H 0.0725; H 0.1145; H 0.1188; H 0.1135; H 0.0545; H 0.1115